Model a:
The following is a quantum chemistry calculation of an isolated ion of composition C5H14N and charge +1, from OMol25.

Each line ends with the Löwdin charge.
Geometry (Å):
H 0.636 0.646 1.532  0.171
C 0.248 0.471 -0.622  -0.438
H 2.025 1.354 -1.646  0.084
C -0.052 -0.461 -1.711  -0.074
H 2.372 0.005 -0.493  0.104
H 0.615 -2.040 0.688  0.117
H 0.548 -1.433 -1.355  0.137
N -1.524 0.654 1.162  0.222
H 1.868 1.600 0.112  0.063
H 0.253 -0.154 -2.758  0.126
C -0.182 -1.373 1.077  -0.056
H -0.243 1.413 -0.874  0.134
H -1.096 -1.640 0.690  0.046
H -0.516 -1.735 2.132  0.136
H -2.265 0.142 0.704  0.157
C 1.767 0.917 -0.702  -0.028
H -1.684 0.506 2.125  0.134
C -0.050 0.091 0.815  -0.256
H -1.027 -0.638 -1.889  0.035
H -1.692 1.675 1.013  0.188

Results
Net charge: +1
Frontier orbital gap (eV): 11.67
M (u): 88.2
SMILES string: CC(C)[C@H](C)[NH3+]
E_HOMO (eV): -15.26

=====

Model b:
The following is a quantum chemistry calculation of a 2-piece molecular cluster, C5H14N overall, from OMol25.

Each line ends with the Löwdin charge.
Geometry (Å):
H 2.842 0.764 0.608  0.083
H -0.727 -0.181 1.020  0.089
H -0.962 -3.240 -1.459  0.133
H 1.222 -2.737 -0.867  0.169
C 1.852 0.630 1.045  -0.105
C -0.657 0.849 0.644  -0.285
H 1.823 1.175 1.986  0.087
H -0.818 1.481 1.517  0.120
H -1.523 0.665 -1.347  0.062
H 0.865 0.709 -0.900  0.097
H -1.476 -1.557 -0.755  0.106
C -1.756 1.127 -0.383  -0.109
C 0.749 1.127 0.110  -0.291
N 0.490 -2.060 -0.670  0.226
H 0.760 -1.177 -0.229  0.085
H -1.846 2.195 -0.569  0.085
H 0.861 2.203 -0.035  0.123
H 1.742 -0.430 1.305  0.062
C -0.717 -2.301 -0.976  0.184
H -2.725 0.759 -0.045  0.079

Results
Net charge: +1
Frontier orbital gap (eV): 9.66
M (u): 88.2
E_HOMO (eV): -15.25

=====

Most stable pick: model b. Distance to second place: 0.0081 hartree.

=====

Model a:
The following is a quantum chemistry calculation of a 2-piece molecular cluster, C3H5ClOS overall, from OMol25.

Each line ends with the Löwdin charge.
Geometry (Å):
H -1.368 2.216 0.514  -0.033
H -2.384 1.803 -1.012  -0.027
H 1.963 -1.959 0.185  0.061
H 0.385 -1.609 0.780  0.090
C 1.029 -1.524 -0.149  -0.073
C 1.255 -0.004 -0.143  -0.991
Cl 2.106 0.528 1.171  0.791
H 0.662 -2.110 -0.945  0.066
O 0.952 0.686 -1.058  0.026
C -2.091 1.710 -0.027  -0.468
S -2.508 0.263 0.685  0.560

Results
Frontier orbital gap (spin up / spin down) (eV): 8.33 / 8.33
M (u): 124.6
SMILES string: CC(=O)Cl.C=S
E_HOMO (spin up / spin down) (eV): -8.97 / -8.97

=====

Model b:
The following is a quantum chemistry calculation of one molecule with the formula C3H5ClOS, from OMol25.

Each line ends with the Löwdin charge.
Geometry (Å):
H 0.519 1.445 -2.162  0.032
O 1.732 -2.489 -0.365  -0.539
Cl 2.633 0.640 0.627  0.702
H 1.188 2.643 -0.880  0.092
C -0.210 -1.231 0.851  -0.297
H -1.160 -1.671 0.701  0.017
C 1.001 1.565 -1.235  -0.097
S 0.734 -1.493 -0.667  0.853
C 1.556 0.537 -0.602  -0.894
H 0.211 -1.596 1.828  0.082
H -0.363 -0.141 1.005  0.048

Results
Frontier orbital gap (eV): 9.43
M (u): 124.6
E_HOMO (eV): -9.10

=====

Most stable pick: model a. Distance to second place: 0.0440 hartree.

=====

Model a:
The following is a quantum chemistry calculation of a 2-piece molecular cluster, C4H6Br2N overall, from OMol25.

Each line ends with the Löwdin charge.
Geometry (Å):
H 1.010 -0.335 -1.169  0.067
C -1.804 -0.003 -0.338  -0.095
C 1.048 -0.763 -0.163  -0.652
H -1.732 -1.039 1.369  0.131
H 2.908 2.973 -0.742  -0.316
C -2.416 0.203 -1.362  0.181
Br 2.763 -1.475 0.002  0.868
H -2.833 0.165 -2.299  0.031
Br 1.914 2.188 -0.351  0.521
N 0.283 -0.843 0.810  -0.041
H -0.761 0.646 1.576  0.192
C -1.073 -0.309 0.921  -0.149
H 0.693 -1.407 1.747  0.262

Results
Net charge: +1
Frontier orbital gap (eV): 9.78
M (u): 227.9
E_HOMO (eV): -14.55

=====

Model b:
The following is a quantum chemistry calculation of an isolated ion of composition C4H6Br2N and charge +1, from OMol25.

Each line ends with the Löwdin charge.
Geometry (Å):
H -0.252 1.934 0.731  0.122
C 1.555 -0.657 0.002  -0.644
H -0.783 -1.617 -1.111  0.068
N -1.246 0.112 0.179  0.017
H -1.198 -2.127 0.499  0.117
C 1.262 0.577 0.067  -0.775
H -1.603 -0.158 1.105  0.186
Br 2.552 2.017 -0.052  0.801
C -0.157 1.119 0.001  -0.183
H -0.303 1.610 -1.109  0.196
H -1.984 0.345 -0.431  0.151
C -0.709 -1.279 -0.096  0.046
Br 2.865 -1.877 0.214  0.897

Results
Net charge: +1
Frontier orbital gap (eV): 8.61
M (u): 227.9
E_HOMO (eV): -13.56

=====

Most stable pick: model a. Distance to second place: 0.0241 hartree.

=====

Model a:
The following is a quantum chemistry calculation of a 2-piece molecular cluster, C5H14O overall, from OMol25.

Each line ends with the Löwdin charge.
Geometry (Å):
H -1.731 -1.456 -0.227  0.157
C -0.812 -0.349 1.409  0.022
H 2.519 0.878 1.974  0.062
C 0.369 -1.536 -0.478  -0.003
H 0.632 0.621 -1.846  0.102
H 1.185 -0.874 -0.259  0.063
C -0.910 -0.757 -0.097  -0.297
H -0.797 -1.317 1.915  0.123
H 0.516 1.350 -0.305  0.069
C -0.032 1.256 -1.252  -0.015
H 0.067 0.232 1.679  0.078
H 0.493 -2.406 0.163  0.110
H -0.197 2.261 -1.619  0.113
H 3.033 0.768 0.520  0.066
H -2.037 0.190 -1.667  0.149
H 0.222 -1.867 -1.509  0.120
C -1.314 0.493 -0.914  -0.100
H -1.653 0.254 1.752  0.102
H -1.836 1.192 -0.297  0.129
O 2.284 1.066 1.058  -0.051

Results
Net charge: +1
Frontier orbital gap (spin up / spin down) (eV): 12.91 / 5.74
M (u): 90.2
Multiplicity: 2
E_HOMO (spin up / spin down) (eV): -15.58 / -15.55
⟨S²⟩: 0.7523

=====

Model b:
The following is a quantum chemistry calculation of a 2-piece molecular cluster, C5H14O overall, from OMol25.

Each line ends with the Löwdin charge.
Geometry (Å):
H 2.802 2.400 -1.691  0.068
C -2.711 -1.151 1.692  0.020
H -0.488 -0.687 -0.577  0.088
H 3.413 -0.197 -2.089  0.061
H -2.287 -0.443 -0.769  0.103
C -1.368 -0.113 -0.300  0.088
H -2.314 -2.165 1.825  0.105
H 1.859 1.905 -0.451  0.045
H -3.071 -0.792 2.655  0.113
C 2.748 1.567 -0.982  -0.145
C 2.484 0.305 -1.835  -0.178
O -0.402 -0.629 1.923  0.226
H 3.669 1.371 -0.454  0.064
H -0.409 -1.625 2.038  0.190
H -1.630 0.803 1.678  0.186
H 1.802 -0.463 -1.454  0.033
H -1.160 0.914 -0.582  0.104
H 2.123 0.475 -2.858  0.065
C -1.558 -0.219 1.271  -0.338
H -3.500 -1.256 0.959  0.100

Results
Net charge: +1
Frontier orbital gap (spin up / spin down) (eV): 10.85 / 4.43
M (u): 90.2
Multiplicity: 2
E_HOMO (spin up / spin down) (eV): -14.38 / -14.38
⟨S²⟩: 0.7546

=====

Most stable pick: model a. Distance to second place: 0.0172 hartree.